a | Entry from the OMol25 dataset: a 13-piece molecular cluster, C23H72N12O13 overall (ωB97M-V/def2-TZVPD).

Summary:
- HOMO: -8.98 eV
- Charge: 0
- Gap between HOMO and LUMO: 8.97 eV
- 2S+1: 1

Element x y z (Å)
H: 2.93107 -19.87301 29.66401
H: 1.41970 -14.15951 24.96816
H: 2.05387 -16.90402 26.45290
H: 7.00211 -16.74585 25.87360
H: 6.59857 -20.05027 23.96398
H: 2.42353 -14.36130 28.26766
H: 7.35194 -20.75696 26.24370
H: 5.47774 -19.29556 20.70848
C: 8.45202 -19.61979 27.54941
H: 3.96207 -17.52167 24.72995
N: 7.70162 -17.18788 25.29210
H: 3.02440 -14.36977 33.48895
C: 5.44208 -21.06076 28.88896
H: 4.08909 -17.06805 27.04077
C: 2.01284 -18.68471 31.61810
C: 6.32628 -17.51445 30.90905
C: 2.57656 -15.92110 25.01835
O: 8.15862 -13.72330 30.44203
N: 8.17566 -17.63321 23.24631
C: 6.09415 -21.38773 30.25273
H: 5.71883 -13.22404 27.92512
O: 5.69729 -15.82764 26.77645
C: 4.83956 -19.81001 22.73292
O: 4.94344 -19.94863 28.83271
N: 6.60761 -18.26857 29.88983
H: 3.59176 -15.98771 32.97768
C: 5.28358 -13.89938 32.03402
H: 8.13155 -13.98167 23.54106
H: 6.74067 -19.28460 21.88671
H: 6.93660 -20.64077 30.40771
O: 4.11746 -15.06502 30.56700
H: 7.52860 -18.38081 29.43087
H: 4.23122 -15.95898 30.88120
H: 5.27588 -20.70662 24.73818
C: 4.33174 -22.00189 28.47180
C: 5.67795 -18.99488 21.72861
H: 5.25266 -13.21599 32.82013
O: 6.23346 -16.42297 23.63292
H: 5.13119 -16.82289 28.41895
H: 3.00154 -20.13896 24.14050
H: 0.63962 -18.68207 30.07344
C: 5.54065 -19.89293 24.08301
C: 8.28769 -13.63154 24.56802
C: 1.90358 -14.83748 24.22090
H: 5.35966 -21.28607 31.03699
H: 6.41199 -22.46369 30.22018
H: 5.30226 -12.47796 26.37239
H: 5.38394 -18.97237 24.66056
N: 8.65335 -18.38119 27.90245
C: 3.15441 -15.07839 32.67822
H: 2.64106 -17.61818 23.58601
H: 7.83498 -12.19365 28.53336
H: 2.67462 -14.25981 23.77926
H: 5.28143 -21.28195 21.85301
C: 7.61594 -13.99837 29.25641
H: 5.70430 -13.45189 31.18030
O: 4.53937 -20.90095 22.25698
C: 3.30875 -16.91546 24.14461
N: 7.60084 -19.81952 26.61833
O: 3.71669 -19.61882 26.48531
N: 3.42726 -14.12051 28.18790
N: 5.00962 -13.04210 27.16638
H: 9.31271 -18.33621 28.62791
H: 7.30027 -19.02053 26.01887
C: 5.11478 -16.91972 27.34355
H: 1.27579 -20.10473 24.32173
H: 7.11594 -16.15202 31.94289
H: 7.86524 -17.46678 22.25717
H: 3.32825 -17.63027 29.48833
H: 5.58815 -17.85885 27.09437
H: 8.06884 -17.55209 27.72963
H: 8.23760 -16.96586 30.93378
C: 1.65818 -18.72828 30.15874
H: 4.59666 -19.80560 27.97947
N: 2.17506 -19.87385 24.73250
H: 1.86445 -16.60777 29.82022
H: 5.52825 -17.89157 21.71384
H: 1.83410 -17.65567 31.94196
N: 1.27626 -19.70480 26.75689
O: 1.99381 -19.74433 29.57984
H: 7.21770 -15.85303 29.80438
H: 4.68794 -23.04580 28.45221
H: 1.22837 -15.17002 23.42226
N: 7.13509 -15.14948 28.99836
C: 2.38612 -19.70203 26.00749
O: 2.89951 -12.82194 26.30006
O: 5.03380 -17.41733 31.48977
H: 2.16177 -15.28195 32.30883
H: 3.95867 -21.82367 27.44831
C: 3.88578 -14.34295 31.57191
H: 4.01302 -14.40615 28.98787
H: 5.14431 -15.06043 26.92770
H: 3.28880 -15.48586 25.72100
H: 3.31786 -13.40199 31.36636
H: 6.15108 -21.22236 28.13980
H: 1.37948 -19.28775 32.17979
H: 8.86508 -18.36185 23.38953
H: 1.45082 -19.53208 27.73853
O: 9.09515 -20.57885 28.34933
H: 5.91317 -18.93097 29.56799
H: 2.11950 -17.55548 28.29377
H: 3.04529 -18.99912 31.80711
C: 2.26163 -17.56743 29.37503
O: 1.67786 -16.50881 25.67058
H: 6.52716 -13.88877 24.95028
H: 0.28570 -19.64514 26.32650
O: 7.28987 -13.83809 25.52175
H: 3.84506 -19.38663 22.98631
H: 8.56662 -17.55188 25.69688
H: 3.79908 -16.40728 23.36658
N: 7.46967 -13.11160 28.33334
H: 7.41374 -13.35241 27.32114
H: 6.59903 -15.43286 28.19887
H: 9.07843 -14.15758 24.96627
C: 3.75806 -13.29934 27.22520
H: 8.63049 -12.59073 24.65255
H: 3.56456 -22.04276 29.22119
C: 7.34463 -17.13346 24.07700
H: 5.89627 -14.77607 32.32546
N: 7.32093 -16.71654 31.15351

b | Entry from the OMol25 dataset: a 13-piece molecular cluster, C23H72N12O13 overall (ωB97M-V/def2-TZVPD).

Summary:
- HOMO: -8.73 eV
- Charge: 0
- Gap between HOMO and LUMO: 8.60 eV
- 2S+1: 1

Element x y z (Å)
H: 3.50775 1.02838 0.25778
H: -2.89925 -4.48462 0.94478
H: -6.44025 -0.34762 -0.21822
H: -2.61225 1.04738 3.69378
N: 1.34875 3.14538 -0.25622
H: -5.47925 3.42838 -0.14322
H: -2.78925 -3.95262 -3.24822
H: -1.92125 -2.46562 -3.58422
C: -5.64725 0.02538 -0.77422
H: 1.21575 -1.43962 2.61378
H: -0.44825 -4.96262 3.22178
H: -2.32425 -1.41062 -0.30922
H: 0.83975 0.08638 -0.64522
H: 2.00075 2.21238 -5.67522
H: -0.58325 0.63238 3.24978
N: -2.40525 -4.56462 1.88778
H: -0.53125 -4.87362 -1.55722
H: 1.43075 -0.49462 -2.93922
H: -0.04525 1.90438 5.03178
H: 3.54575 2.60138 0.96578
N: -0.84825 -4.02162 3.11278
C: -1.87825 2.77038 2.66378
O: 1.65275 2.19338 -3.29022
C: 2.31175 -3.13262 -1.26722
H: 2.78775 -0.18662 3.73178
C: 2.17575 -3.15862 2.70178
H: 0.28475 -2.66462 -2.02622
C: 2.06675 0.56438 3.97978
H: 2.15375 5.20438 -2.37622
H: -3.31725 1.94838 -0.11522
H: -0.87225 0.57938 5.89378
H: -0.15725 -3.28662 3.20978
H: 4.97175 -0.50462 1.20678
N: 4.60975 3.57538 -1.01722
N: -2.18625 -1.59962 -1.26222
C: 4.63275 2.27238 -0.84922
C: -2.72425 1.46238 2.70478
H: 3.00175 -4.96262 2.48278
H: -6.79625 2.38738 0.30278
O: -1.03825 -0.69662 -3.88022
H: -2.30125 -0.76062 -1.90822
O: -0.18025 4.46238 -1.48022
H: 3.40475 1.88138 -3.57222
H: -5.02525 1.15738 0.91678
H: -0.40225 -0.46062 0.59478
H: -4.97925 -0.83762 -0.87022
H: 1.05475 -2.59362 1.14478
N: -1.10925 1.59838 -3.13422
H: -2.40325 3.24038 0.60978
H: 2.20675 2.69338 -0.22622
H: 2.63775 -2.11062 -1.63922
H: 1.88675 1.15138 3.15178
H: 0.82175 -1.03662 4.89278
O: 2.91075 -0.52562 0.61578
C: -1.54025 -3.64862 2.12278
H: 2.72475 0.37538 -2.08022
C: -2.55825 -2.82362 -1.60622
N: 2.35675 -4.27562 2.11578
O: -0.87825 1.27838 -0.40922
H: -0.21825 3.31838 2.61978
H: 2.05975 2.81738 -2.70222
H: -1.99025 -5.50562 1.69578
N: 2.18775 4.43338 -1.78322
O: -1.56325 -2.31462 1.65478
C: 0.50075 -4.70462 -1.46122
H: 0.93575 -5.05662 -2.40322
H: -6.02925 0.21238 -1.78022
H: 2.64875 1.17038 4.72478
H: -0.12325 1.56438 -3.44922
H: 2.81175 0.69038 -5.83022
H: -6.33225 2.42438 -1.38622
H: -3.37425 1.01738 -2.36322
H: 4.59075 -0.60462 -0.50122
N: -2.85425 0.40038 -2.97922
H: 0.47275 2.63938 0.08578
O: 0.38575 -2.92162 -0.11722
H: -3.78525 1.62138 2.54078
H: -0.48825 -2.58362 -0.30122
C: -2.26125 3.74538 1.54378
H: -3.38125 -0.31362 -3.47822
H: 0.63175 1.18638 6.51578
O: -0.12925 -0.16962 3.54778
N: 3.84075 2.01638 0.20578
C: 0.12275 0.40138 0.08078
C: 2.09075 1.22038 -5.27022
H: 0.86975 -5.31762 -0.68222
O: 2.88675 -2.88262 3.77078
C: -5.91225 2.46538 -0.41522
N: 1.40875 -2.36862 2.15478
N: -2.39625 -3.08262 -2.91322
H: 2.81275 -3.36462 -0.40522
C: 4.26175 -0.92762 0.46578
O: 5.17075 1.36638 -1.69522
H: 2.63975 -3.93862 -1.98522
C: -5.00525 1.29838 -0.14522
H: -1.62625 2.45138 -2.66322
C: -1.64225 0.46638 -3.37522
H: 1.99975 -4.56762 1.20978
H: -3.21425 4.24638 1.81978
H: -0.70325 1.47838 -1.31222
H: 4.34475 4.19538 -0.27722
H: 1.12975 0.64938 -5.35722
C: 0.79275 -3.25862 -1.22222
H: 4.34775 -2.02662 0.40278
H: 2.48475 -1.26662 1.05878
O: -2.94325 -3.69362 -0.67422
C: 0.71575 -0.03762 4.46778
C: 2.44875 1.33838 -3.76622
C: 2.46475 0.01638 -3.07322
H: -1.45625 4.46838 1.43578
H: 3.08775 -0.70862 -3.46322
O: -3.84625 1.37438 -0.60822
H: 3.11575 4.08438 -1.55522
C: 0.09975 0.94638 5.51678
H: -2.47825 0.67738 1.96178
H: -2.15025 3.28938 3.58978
H: 0.61775 0.92438 0.84278
O: -0.67025 2.44038 2.73578
H: 5.25575 3.93238 -1.75922
C: 1.11775 4.00238 -1.15622

The structure with the most favorable energy is a; the runner-up is 0.0229 hartree above it.

a | Entry from the OMol25 dataset: a 2-piece molecular cluster, C2H3F2NO2 overall (ωB97M-V/def2-TZVPD).

Summary:
- HOMO (alpha / beta): -9.63 / -10.27 eV
- Charge: 0
- Gap between HOMO and LUMO (alpha / beta): 7.30 / 9.60 eV
- 2S+1: 1

Element x y z (Å)
H: -0.26698 0.54772 0.99258
O: 3.00096 1.08260 1.27694
H: -0.66094 0.40555 -0.76364
H: -0.13651 -1.21078 0.06541
C: 2.75735 -0.53971 -0.24993
C: -0.24106 -0.12963 0.11021
F: 2.65620 -1.58842 0.55992
O: 3.01709 1.54854 -0.83005
F: 2.77822 -0.96289 -1.53743
N: 2.90190 0.75800 0.08387

b | Entry from the OMol25 dataset: a 2-piece molecular cluster, C2H3F2NO2 overall (ωB97M-V/def2-TZVPD).

Summary:
- HOMO: -10.41 eV
- Charge: 0
- Structure (SMILES): C=C(F)F.O=NO
- Gap between HOMO and LUMO: 10.37 eV
- 2S+1: 1

Element x y z (Å)
F: 0.53027 0.76057 -0.75534
F: 1.54768 1.26270 1.09563
H: 0.92414 -1.80032 0.07802
H: -1.36995 1.66929 -1.04318
N: -1.91909 -0.06985 -1.11975
C: 1.13287 0.27237 0.35291
H: 1.95756 -1.27831 1.58255
C: 1.32145 -0.96562 0.69774
O: -1.94126 1.15877 -0.52723
O: -2.18366 -1.00961 -0.36136

The structure with the most favorable energy is b; the runner-up is 0.1270 hartree above it.